# 1
C5H12IN2 | ωB97M-V/def2-TZVPD

```
20
Properties=species:S:1:pos:R:3
C -0.91 -0.83 -0.82
C 0.25 1.91 2.90
C 0.69 -1.04 -2.65
C 1.15 0.18 -0.44
C -0.61 0.75 2.70
N 0.29 -0.62 -1.29
N -1.86 -1.60 -1.29
I -1.88 0.67 1.09
H -0.25 2.70 3.52
H 0.39 2.42 1.99
H 1.27 1.64 3.40
H -0.24 -1.09 -3.17
H 1.29 -0.31 -3.25
H 1.38 -1.99 -2.54
H 2.11 -0.37 -0.34
H 1.26 1.25 -0.75
H 0.83 0.27 0.59
H -0.73 -0.02 3.35
H -2.69 -1.72 -0.87
H -1.73 -2.21 -2.12
```

Results
**Multiplicity**: 1
**Strongest force on any atom**: 4.796 eV/A
**Net charge**: +1
**HOMO-LUMO gap (spin up / spin down)**: 7.2549 / 7.9821 eV



# 2
HNO3S | ωB97M-V/def2-TZVPD

```
6
Properties=species:S:1:pos:R:3
N 3.22 -2.80 0.05
O 1.95 1.30 -0.57
O 0.33 -0.49 0.20
O 2.29 -2.17 -0.15
S 1.62 0.44 0.62
H -0.12 -0.31 -0.63
```

Results
**Multiplicity**: 1
**Strongest force on any atom**: 2.317 eV/A
**HOMO-LUMO gap (spin up / spin down)**: 8.9166 / 7.9082 eV